{"formula": "C20H20N4O2", "method": "wB97M-V/def2-TZVPD", "symbols": ["C", "O", "C", "C", "C", "C", "C", "C", "C", "C", "C", "N", "N", "C", "O", "C", "C", "N", "C", "N", "C", "C", "C", "C", "C", "C", "H", "H", "H", "H", "H", "H", "H", "H", "H", "H", "H", "H", "H", "H", "H", "H", "H", "H", "H", "H"], "xyz": [[4.6564, -2.6369, 2.7330], [3.3592, -2.1382, 2.5183], [2.7274, -1.4847, 3.5339], [3.2894, -1.2785, 4.7867], [2.5853, -0.6023, 5.7688], [1.3127, -0.1233, 5.5115], [0.7454, -0.3237, 4.2693], [1.4260, -1.0018, 3.2574], [0.8579, -1.2343, 1.9492], [-0.3382, -0.8128, 1.4994], [-0.7908, -1.0904, 0.1747], [-1.9061, -0.6353, -0.2412], [-2.2715, -0.8812, -1.5097], [-3.3658, -0.2849, -2.0718], [-4.1752, 0.3591, -1.4572], [-3.4570, -0.5091, -3.5831], [-2.2134, 0.0221, -4.3271], [-1.6264, 1.1477, -3.6508], [-2.1973, 2.3753, -3.4593], [-1.5231, 3.1577, -2.6820], [-0.4305, 2.4277, -2.2865], [0.6111, 2.7564, -1.4274], [1.5828, 1.8049, -1.2019], [1.5446, 0.5582, -1.8272], [0.5213, 0.2118, -2.6864], [-0.4766, 1.1510, -2.8952], [5.3631, -1.8346, 2.9680], [4.9483, -3.1078, 1.7952], [4.6742, -3.3850, 3.5320], [4.2798, -1.6417, 5.0120], [3.0391, -0.4525, 6.7370], [0.7657, 0.4038, 6.2781], [-0.2471, 0.0487, 4.0733], [1.4865, -1.8079, 1.2810], [-1.0136, -0.2261, 2.1012], [-0.1380, -1.6922, -0.4731], [-1.6372, -1.4280, -2.0981], [-3.5910, -1.5716, -3.7929], [-4.3496, 0.0208, -3.9162], [-1.4463, -0.7525, -4.4080], [-2.4974, 0.3171, -5.3429], [-3.1218, 2.6462, -3.9313], [0.6422, 3.7249, -0.9558], [2.3991, 2.0237, -0.5299], [2.3346, -0.1522, -1.6319], [0.5139, -0.7534, -3.1766]], "forces_ev_per_angstrom": [[0.24, -0.10, 0.03], [-0.35, 0.16, 0.01], [-0.33, 0.16, 0.03], [0.22, -0.13, -0.09], [-0.10, 0.03, -0.04], [0.02, 0.06, 0.16], [0.20, -0.16, -0.18], [0.42, 0.01, 0.55], [-0.62, 0.03, -0.69], [0.67, -0.06, 0.75], [-0.20, -0.32, -1.01], [-0.08, 0.39, 0.80], [0.57, -0.80, -0.50], [-0.17, -0.17, -0.30], [-0.13, 0.17, 0.04], [0.04, 0.13, 0.10], [-0.26, -0.27, -0.12], [0.19, 0.19, -0.03], [0.03, 0.11, -0.01], [-0.28, 0.61, 0.11], [0.07, -0.76, -0.27], [-0.05, -0.05, -0.05], [0.13, 0.14, 0.13], [0.02, -0.14, -0.06], [0.00, -0.18, -0.12], [0.36, 0.52, 0.30], [-0.04, -0.03, 0.01], [0.02, 0.02, 0.09], [0.00, 0.05, -0.02], [0.08, -0.04, -0.02], [0.04, 0.01, 0.07], [-0.05, 0.04, 0.06], [-0.12, 0.04, -0.02], [-0.05, -0.03, -0.14], [-0.08, 0.11, 0.14], [-0.07, 0.05, 0.03], [-0.27, 0.28, 0.18], [-0.05, -0.02, -0.05], [0.04, -0.07, 0.10], [-0.06, 0.13, -0.05], [0.12, -0.13, 0.10], [-0.26, -0.02, -0.14], [0.00, 0.13, 0.07], [0.07, 0.03, 0.06], [0.07, -0.06, 0.01], [0.02, -0.08, -0.02]], "mulliken_charge": [-0.9756, -0.4001, 0.6304, -0.5418, -0.6699, -0.7980, -0.5270, 0.8050, 0.0556, -0.4203, -0.4356, -0.7002, 0.1182, 0.3124, -0.5944, -0.5186, -0.8900, 0.0866, -0.1602, -0.7629, 0.6965, -0.6435, -0.5699, -0.7251, -0.5725, 0.5645, 0.3705, 0.2544, 0.3748, 0.3950, 0.3741, 0.3846, 0.3032, 0.4131, 0.3817, 0.4101, 0.4073, 0.3673, 0.3882, 0.3261, 0.3319, 0.4082, 0.4559, 0.4125, 0.4364, 0.4413], "e_lumo_ev": 0.1, "smiles": "COc1ccccc1/C=C/C=N/NC(=O)CCn1cnc2ccccc21", "largest_force_ev_per_a": 1.1, "orbital_gap_ev": 7.9, "e_above_lowest_kcal_mol": 61.8, "total_energy_ha": -1143.5999}

***

{"formula": "C20H20N4O3S", "method": "wB97M-V/def2-TZVPD", "symbols": ["C", "C", "C", "C", "C", "N", "C", "O", "C", "C", "C", "O", "N", "C", "N", "N", "C", "O", "C", "C", "C", "C", "C", "C", "C", "S", "C", "C", "H", "H", "H", "H", "H", "H", "H", "H", "H", "H", "H", "H", "H", "H", "H", "H", "H", "H", "H", "H"], "xyz": [[0.1779, 3.8445, -1.6977], [-0.4458, 2.6847, -0.9852], [-1.3578, 1.8649, -1.6402], [-1.9559, 0.7956, -1.0032], [-1.6351, 0.5222, 0.3209], [-2.1480, -0.5850, 1.0169], [-2.9581, -1.5727, 0.5629], [-3.6152, -1.5511, -0.4502], [-2.9083, -2.8179, 1.4653], [-3.7193, -3.9707, 0.9081], [-3.2806, -4.4557, -0.4627], [-3.9934, -5.1306, -1.1614], [-2.0108, -4.1367, -0.8865], [-1.0625, -3.3489, -0.2851], [-0.2306, -2.7118, -0.9827], [0.6882, -1.8989, -0.4419], [1.3907, -1.0154, -1.2339], [1.3407, -1.0483, -2.4401], [2.1823, -0.0118, -0.4753], [2.5569, -0.1358, 0.8606], [3.2671, 0.8751, 1.4785], [3.6254, 2.0298, 0.7903], [4.4014, 3.1103, 1.4765], [3.2697, 2.1395, -0.5485], [2.5612, 1.1334, -1.1723], [-1.1440, -3.3105, 1.5256], [-0.7199, 1.3310, 0.9866], [-0.1390, 2.4035, 0.3389], [0.6139, 3.5207, -2.6408], [-0.5763, 4.5983, -1.9224], [0.9536, 4.3019, -1.0893], [-1.6039, 2.0645, -2.6723], [-2.6583, 0.1692, -1.5266], [-1.7211, -0.7318, 1.9236], [-3.2042, -2.5816, 2.4900], [-3.6711, -4.8245, 1.5905], [-4.7676, -3.6786, 0.8102], [-1.8387, -4.3254, -1.8691], [0.6834, -1.7945, 0.5725], [2.3294, -1.0278, 1.4270], [3.5541, 0.7673, 2.5150], [5.4532, 2.8297, 1.5374], [4.3324, 4.0478, 0.9305], [4.0395, 3.2626, 2.4914], [3.5516, 3.0214, -1.1051], [2.2809, 1.2112, -2.2113], [-0.4587, 1.1162, 2.0142], [0.5706, 3.0206, 0.8703]], "forces_ev_per_angstrom": [[-0.07, 0.01, -0.01], [-0.04, 0.01, 0.02], [0.16, 0.08, 0.19], [-0.14, -0.16, -0.06], [0.07, 0.21, -0.16], [-0.02, 0.32, 0.37], [-0.11, -0.04, 0.54], [-0.12, -0.02, -0.19], [0.25, -0.10, -0.04], [-0.23, 0.08, -0.01], [0.05, 0.04, 0.25], [-0.23, -0.08, -0.07], [0.00, -0.51, -0.86], [0.53, 0.45, 1.37], [-0.24, -0.17, -0.92], [0.14, -0.12, 1.05], [-0.25, -0.31, -0.20], [0.03, 0.11, -0.04], [0.34, 0.35, 0.01], [-0.06, -0.04, -0.20], [0.00, 0.07, 0.03], [-0.08, -0.05, -0.02], [0.07, -0.03, 0.01], [0.03, -0.05, 0.11], [-0.08, -0.28, 0.00], [0.08, -0.27, -0.32], [-0.15, -0.05, -0.01], [-0.11, -0.01, -0.06], [0.09, 0.04, -0.10], [0.02, 0.11, -0.04], [0.08, 0.08, 0.00], [-0.03, 0.01, -0.14], [-0.03, -0.03, -0.02], [-0.08, -0.09, -0.30], [-0.01, 0.01, -0.07], [0.00, 0.09, -0.06], [0.09, -0.08, -0.06], [-0.10, 0.01, 0.10], [-0.06, 0.14, -0.37], [-0.03, -0.08, 0.06], [0.03, -0.02, 0.11], [0.08, 0.06, 0.04], [0.02, 0.08, 0.01], [0.01, 0.06, 0.06], [0.02, 0.11, -0.06], [-0.04, 0.00, -0.10], [0.03, -0.03, 0.12], [0.10, 0.06, 0.04]], "mulliken_charge": [-1.7018, 0.7021, -0.7884, -0.4942, 0.7152, -0.0113, 0.1634, -0.6121, -0.2285, -0.6801, 0.2931, -0.6342, -0.1126, 0.7353, -0.9519, 0.4836, -0.0970, -0.6128, 0.6733, -0.3773, -0.8423, 1.0631, -1.6544, -0.5587, -0.7891, -0.2395, -0.5912, -0.5436, 0.3433, 0.4603, 0.3228, 0.3795, 0.4998, 0.2379, 0.5987, 0.3294, 0.3069, 0.2815, 0.2378, 0.5216, 0.4163, 0.3525, 0.3687, 0.3814, 0.4293, 0.5279, 0.3506, 0.3458], "e_lumo_ev": 0.0, "smiles": "Cc1ccc(NC(=O)[C@H]2CC(=O)N/C(=N/NC(=O)c3ccc(C)cc3)S2)cc1", "largest_force_ev_per_a": 1.5, "orbital_gap_ev": 8.5, "e_above_lowest_kcal_mol": 11.6, "total_energy_ha": -1617.1126}

***

{"formula": "C20H20N4O6Ru", "method": "wB97M-V/def2-TZVPD", "symbols": ["C", "C", "H", "H", "H", "H", "H", "H", "C", "C", "C", "C", "H", "H", "H", "H", "N", "C", "C", "N", "C", "C", "C", "H", "H", "C", "H", "H", "Ru", "C", "H", "H", "H", "O", "C", "O", "C", "C", "C", "C", "C", "C", "N", "O", "O", "N", "O", "O", "H", "H", "H"], "xyz": [[-3.1632, -0.4374, -1.1560], [-2.9477, 0.9661, -3.1928], [-3.1960, -1.3384, -1.8378], [-4.1065, 0.1914, -1.3570], [-2.9037, -0.5184, -0.0992], [-2.3888, 0.6591, -4.0954], [-3.9252, 0.3760, -3.1796], [-3.2214, 2.0371, -3.0423], [-0.4566, -2.4487, -1.1780], [0.3933, -3.5489, -1.2458], [1.5814, -3.4707, -1.9812], [1.8643, -2.2545, -2.5836], [-1.3621, -2.4535, -0.5562], [0.1450, -4.4702, -0.6973], [2.2757, -4.3267, -2.0630], [2.8181, -2.0864, -3.0748], [-0.2358, -1.3146, -1.8733], [0.9447, -1.1834, -2.5448], [1.2256, 0.1331, -3.0890], [0.2905, 1.0665, -2.7984], [0.5670, 2.3567, -3.0719], [2.7048, 1.7975, -4.0689], [1.7585, 2.7558, -3.6926], [-0.1799, 3.0868, -2.7667], [1.9608, 3.8228, -3.8845], [2.4178, 0.4731, -3.7520], [3.1021, -0.3297, -4.0026], [3.6359, 2.0667, -4.5759], [-1.5616, 0.3656, -1.9014], [-1.6403, 2.0448, -0.7193], [-1.9202, 2.8754, -1.3930], [-0.6686, 2.2639, -0.1863], [-2.4089, 1.8771, 0.0825], [-1.6157, -0.2726, 1.1902], [-0.3718, -0.0755, 1.2901], [0.5433, 0.2255, 0.4685], [0.0800, -0.1783, 2.8278], [1.4421, -0.0947, 3.1893], [1.8326, -0.0658, 4.5586], [0.8664, -0.0603, 5.5665], [-0.4915, -0.1303, 5.2315], [-0.8852, -0.1629, 3.8620], [-1.4420, -0.0699, 6.3131], [-0.9945, 0.1789, 7.4555], [-2.6595, -0.2212, 6.0941], [3.2328, 0.0685, 4.8783], [4.0675, 0.1091, 3.9449], [3.5789, 0.1786, 6.0719], [2.1929, -0.1380, 2.4109], [1.1683, -0.0667, 6.6116], [-1.9438, -0.2586, 3.6137]], "forces_ev_per_angstrom": [[-2.75, 0.10, -1.08], [-1.79, -0.17, -0.46], [-0.46, 0.22, 1.16], [1.23, -1.36, 0.96], [-0.35, -0.65, -0.33], [-0.19, 0.74, -0.25], [1.46, 0.87, -0.27], [0.47, -0.70, -0.59], [-0.70, 1.76, -0.61], [0.97, -1.14, 0.12], [-0.15, -0.09, 0.05], [0.63, -0.02, -0.32], [0.32, -0.04, -0.40], [0.04, 0.55, -0.32], [-0.50, 0.66, 0.12], [-0.16, -0.27, 0.05], [0.56, -1.89, 0.69], [-0.20, 0.05, 0.22], [-0.57, -0.25, 0.54], [1.01, 2.04, -0.74], [-0.72, -1.50, 0.64], [-0.39, -0.12, 0.19], [1.28, 0.44, -0.50], [0.07, -0.18, -0.17], [-0.30, -0.64, 0.10], [0.64, -0.11, -0.49], [0.10, 0.29, -0.03], [-0.42, -0.08, 0.22], [0.50, 1.29, 1.54], [-0.20, 0.66, 0.51], [0.03, -0.11, 0.64], [-0.83, -0.40, -0.90], [0.58, 0.25, -0.94], [2.87, 0.34, -0.02], [-0.94, -0.50, 0.64], [-1.31, -0.56, 1.33], [-1.25, 0.51, 0.53], [1.10, -0.28, 1.05], [-1.92, 0.17, -0.59], [2.35, -0.33, 0.05], [-0.28, 0.16, -2.70], [-0.13, -0.15, 0.41], [-2.99, 0.03, 2.31], [-0.06, -0.30, -2.15], [2.76, 0.17, -0.32], [4.10, 0.57, 1.20], [-2.35, -0.26, 1.29], [-1.56, -0.38, -2.30], [0.09, 0.27, 0.04], [0.01, 0.13, -0.15], [0.30, 0.20, 0.03]], "mulliken_charge": [-1.4050, -1.0904, 0.4793, 0.4352, 0.4456, 0.3422, 0.4829, 0.2321, -0.1665, -0.8163, -0.6134, -0.5663, 0.5505, 0.4409, 0.4614, 0.3260, 0.2839, 0.8942, 0.5508, 0.4130, -0.1013, -0.5770, -0.7192, 0.4406, 0.4212, -0.6768, 0.4349, 0.4677, 0.5745, -1.3483, 0.4682, 0.3452, 0.3496, -0.4489, 0.4187, -0.5546, 0.1995, -0.0878, -0.5045, 0.0320, -0.1499, -0.3549, 0.9225, -0.4602, -0.4962, 0.9524, -0.5482, -0.5190, 0.6158, 0.6195, 0.6045], "e_lumo_ev": [-7.9, -11.4], "multiplicity": 5, "largest_force_ev_per_a": 4.3, "s_squared": 6.1193, "orbital_gap_ev": [6.7, 3.1], "total_charge": 2, "e_above_lowest_kcal_mol": 11.9, "total_energy_ha": -1538.3784}